Here is C21H33N3O4 in the gas phase from OMol25. Energies are from ωB97M-V/def2-TZVPD.

Last column: natural (NBO) charge in e.
CARTESIAN COORDINATES (ANGSTROEM)
C: -3.10 -2.81 -0.78  -0.648
C: -3.17 -2.64 -2.29  -0.055
O: -2.29 -1.64 -2.77  -0.523
C: -0.94 -1.83 -2.61  0.211
C: -0.35 -3.08 -2.51  -0.256
C: 1.01 -3.23 -2.28  -0.201
C: 1.82 -2.11 -2.14  -0.020
C: 3.23 -2.25 -1.65  -0.426
C: 3.18 -2.40 -0.11  -0.216
N: 2.47 -1.30 0.50  -0.628
C: 1.14 -1.37 0.77  0.711
O: 0.50 -2.40 0.75  -0.641
C: 0.55 -0.03 1.19  -0.336
C: -0.96 0.02 0.97  -0.393
C: -1.50 1.35 1.48  -0.415
C: -1.10 1.58 2.95  -0.210
N: 0.34 1.48 3.14  -0.480
C: 1.16 2.56 2.86  0.800
O: 2.13 2.48 2.13  -0.670
N: 0.82 3.73 3.48  -0.455
C: 1.56 4.92 3.15  -0.407
C: 0.14 3.78 4.75  -0.411
C: 0.85 0.20 2.68  -0.203
C: 1.25 -0.86 -2.31  -0.274
C: -0.11 -0.69 -2.56  0.321
O: -0.52 0.61 -2.64  -0.524
C: -1.57 0.97 -3.54  -0.062
C: -1.24 0.61 -4.98  -0.640
H: -3.77 -3.60 -0.47  0.213
H: -3.40 -1.88 -0.29  0.210
H: -2.09 -3.05 -0.46  0.238
H: -2.99 -3.59 -2.80  0.165
H: -4.16 -2.28 -2.59  0.191
H: -0.96 -3.97 -2.58  0.215
H: 1.42 -4.22 -2.17  0.208
H: 3.81 -1.37 -1.91  0.204
H: 3.71 -3.13 -2.07  0.217
H: 2.64 -3.31 0.15  0.228
H: 4.20 -2.44 0.30  0.198
H: 2.89 -0.39 0.45  0.398
H: 1.03 0.77 0.62  0.229
H: -1.18 -0.10 -0.09  0.227
H: -1.42 -0.81 1.51  0.210
H: -2.58 1.38 1.40  0.211
H: -1.08 2.16 0.88  0.202
H: -1.45 2.56 3.27  0.210
H: -1.57 0.81 3.58  0.193
H: 0.88 5.77 3.08  0.191
H: 2.33 5.14 3.90  0.185
H: 2.05 4.76 2.19  0.241
H: 0.78 4.27 5.49  0.194
H: -0.09 2.78 5.10  0.226
H: -0.79 4.36 4.68  0.190
H: 1.93 0.19 2.85  0.228
H: 0.38 -0.59 3.27  0.201
H: 1.85 0.03 -2.23  0.220
H: -2.51 0.51 -3.24  0.191
H: -1.64 2.05 -3.42  0.182
H: -2.02 1.00 -5.64  0.214
H: -1.19 -0.47 -5.10  0.214
H: -0.29 1.04 -5.27  0.209

Total charge = 0
HOMO energy = -0.2905 hartree
Orbital gap = 8.7 eV
ΔE to the lowest compared entry with this formula, charge and spin = 20.9 kcal per mole


Here is C21H33N5O3 in the gas phase from OMol25. Energies are from ωB97M-V/def2-TZVPD.

Last column: natural (NBO) charge in e.
CARTESIAN COORDINATES (ANGSTROEM)
C: -1.02 0.57 -4.03  -0.244
O: -0.01 0.51 -3.04  -0.551
C: -0.23 -0.54 -2.12  -0.071
C: 0.86 -0.44 -1.05  -0.069
C: 0.69 -1.53 0.00  -0.222
N: -0.47 -1.28 0.83  -0.451
C: -1.61 -2.02 0.65  0.701
O: -1.61 -2.99 -0.09  -0.637
C: -2.84 -1.57 1.40  -0.318
C: -3.59 -0.28 0.99  -0.392
C: -4.89 -0.96 1.46  -0.390
C: -4.19 -2.32 1.27  0.005
C: -4.51 -3.11 -0.03  -0.406
C: -4.35 -4.42 0.77  -0.395
C: -4.47 -3.60 2.08  -0.408
C: -0.38 0.00 1.51  -0.213
C: -0.25 1.13 0.51  -0.241
N: 0.87 0.87 -0.40  -0.465
C: 1.44 1.99 -0.97  0.721
O: 1.11 3.11 -0.62  -0.619
C: 2.59 1.84 -1.96  -0.543
C: 3.74 2.72 -1.60  0.346
N: 4.26 3.60 -2.40  -0.289
N: 5.31 4.19 -1.73  -0.283
C: 5.37 3.63 -0.55  0.140
N: 4.41 2.68 -0.41  -0.370
C: 4.12 1.87 0.77  -0.033
C: 3.43 2.70 1.84  -0.622
C: 5.39 1.20 1.28  -0.611
H: -0.79 1.40 -4.68  0.201
H: -1.05 -0.36 -4.62  0.170
H: -2.01 0.72 -3.58  0.168
H: -1.23 -0.46 -1.67  0.168
H: -0.17 -1.52 -2.61  0.184
H: 1.82 -0.60 -1.53  0.219
H: 0.58 -2.51 -0.47  0.253
H: 1.58 -1.55 0.64  0.199
H: -2.60 -1.52 2.47  0.219
H: -3.30 0.66 1.46  0.204
H: -3.58 -0.15 -0.09  0.206
H: -5.08 -0.75 2.52  0.202
H: -5.79 -0.79 0.89  0.207
H: -5.55 -2.93 -0.31  0.195
H: -3.87 -2.97 -0.89  0.226
H: -5.09 -5.20 0.61  0.199
H: -3.35 -4.83 0.64  0.220
H: -3.77 -3.82 2.89  0.202
H: -5.48 -3.60 2.48  0.205
H: -1.25 0.16 2.15  0.223
H: 0.50 -0.02 2.15  0.197
H: -1.19 1.25 -0.05  0.191
H: -0.06 2.08 1.01  0.249
H: 2.93 0.81 -2.07  0.220
H: 2.23 2.16 -2.93  0.286
H: 6.08 3.88 0.22  0.201
H: 3.43 1.09 0.43  0.208
H: 3.15 2.07 2.68  0.209
H: 4.09 3.48 2.21  0.211
H: 2.53 3.17 1.44  0.242
H: 5.14 0.52 2.10  0.217
H: 5.88 0.63 0.49  0.221
H: 6.10 1.94 1.66  0.209

Total charge = 0
HOMO energy = -0.3418 hartree
Orbital gap = 9.7 eV
ΔE to the lowest compared entry with this formula, charge and spin = 7.0 kcal per mole


Here is a molecular structure, C21H34AsCl3GeIN2S2Si2Tc at a distorted geometry from OMol25. Energies are from ωB97M-V/def2-TZVPD.

Last column: Löwdin spin population.
CARTESIAN COORDINATES (ANGSTROEM)
Tc: 1.14 0.36 -0.48  1.604
C: -0.54 -6.43 -0.71  0.000
Si: -1.49 -4.86 -1.19  0.001
C: -3.34 -4.97 -0.77  0.000
C: -1.34 -4.40 -3.04  0.002
C: -0.90 -3.43 -0.01  0.000
C: -1.50 -3.35 1.24  0.006
C: -1.26 -2.25 2.06  0.000
C: -0.52 -1.20 1.56  0.005
N: 0.09 -1.24 0.36  0.004
C: -0.04 -2.38 -0.35  0.010
S: 0.93 -2.75 -1.79  0.059
H: -0.89 -7.27 -1.30  0.000
H: -0.72 -6.69 0.33  0.000
H: 0.53 -6.36 -0.85  0.000
H: -3.86 -5.56 -1.52  0.000
H: -3.82 -3.99 -0.75  0.000
H: -3.52 -5.45 0.18  0.000
H: -2.01 -5.03 -3.61  0.000
H: -0.34 -4.57 -3.44  0.001
H: -1.62 -3.37 -3.23  0.000
H: -2.15 -4.13 1.58  0.000
H: -1.69 -2.18 3.04  0.000
H: -0.39 -0.29 2.11  0.000
C: -1.96 2.38 4.09  0.007
Si: -0.94 3.53 2.94  0.020
C: 0.54 4.32 3.84  0.004
C: -2.04 4.82 2.07  0.002
C: -0.26 2.42 1.59  0.162
C: 0.20 1.59 0.80  -0.030
H: -2.48 2.97 4.84  0.001
H: -1.32 1.68 4.61  0.000
H: -2.70 1.82 3.53  0.000
H: 0.18 5.01 4.60  0.000
H: 1.17 4.88 3.16  0.000
H: 1.16 3.57 4.34  0.000
H: -2.51 5.46 2.80  0.000
H: -2.83 4.34 1.50  0.000
H: -1.46 5.44 1.40  0.000
I: 5.65 2.80 2.66  -0.001
C: 4.55 1.08 2.17  -0.001
C: 4.92 -0.18 2.62  0.013
C: 4.15 -1.26 2.24  -0.002
C: 3.04 -1.06 1.43  0.011
N: 2.69 0.15 0.99  -0.007
C: 3.42 1.20 1.36  0.008
H: 5.79 -0.31 3.25  0.001
H: 4.40 -2.26 2.56  0.000
H: 2.42 -1.89 1.14  0.000
H: 3.10 2.17 1.01  0.001
Cl: 4.45 -1.77 -1.42  0.000
Ge: 2.59 -1.15 -2.31  0.016
Cl: 2.68 1.18 -1.89  0.053
Cl: 2.73 -1.19 -4.42  0.001
C: -1.35 3.71 -1.79  0.001
As: -0.75 2.40 -3.09  0.007
C: 0.82 3.13 -3.99  0.005
C: -2.10 2.20 -4.48  -0.002
S: -0.55 0.44 -2.25  0.035
H: -1.55 4.65 -2.29  0.000
H: -0.59 3.84 -1.02  0.000
H: -2.26 3.34 -1.31  0.000
H: 0.47 3.91 -4.67  0.001
H: 1.33 2.35 -4.56  0.001
H: 1.50 3.58 -3.27  0.000
H: -2.31 3.17 -4.93  0.000
H: -3.02 1.79 -4.05  0.000
H: -1.73 1.51 -5.24  0.000

Total charge = +2
HOMO energy (alpha / beta) = -0.5134 / -0.5118 hartree
Multiplicity = 3
Orbital gap (alpha / beta) = 5.7 / 5.6 eV
⟨S²⟩ = 2.03
ΔE to the lowest compared entry with this formula, charge and spin = 40.3 kcal per mole


Here is a molecular structure, C21H34AsN6O9PSTi at a distorted geometry from OMol25. Energies are from ωB97M-V/def2-TZVPD.

Last column: Löwdin spin population.
CARTESIAN COORDINATES (ANGSTROEM)
Ti: 1.38 0.05 0.05  0.952
N: 0.26 -0.96 -1.51  0.009
C: 0.52 -2.38 -1.26  0.003
C: 0.08 -3.39 -2.29  0.000
C: -1.34 -3.34 -2.75  0.000
C: -2.51 -3.65 -1.79  0.000
N: -2.77 -2.74 -0.68  0.001
C: -3.06 -1.47 -0.92  0.001
N: -3.46 -1.01 -2.16  0.000
N: -3.02 -0.55 0.05  0.005
C: 2.03 -2.53 -1.08  0.003
O: 2.65 -3.47 -1.48  0.001
O: 2.55 -1.52 -0.39  0.011
H: -0.73 -0.73 -1.52  0.004
H: 0.76 -0.52 -2.29  0.002
H: 0.01 -2.59 -0.28  0.002
H: 0.28 -4.41 -1.81  0.000
H: 0.66 -3.39 -3.16  0.000
H: -1.48 -4.03 -3.57  0.000
H: -1.44 -2.29 -3.11  0.000
H: -2.42 -4.61 -1.22  0.000
H: -3.44 -3.71 -2.46  0.000
H: -2.89 -3.22 0.27  0.000
H: -3.56 -1.62 -2.97  0.000
H: -3.18 -0.12 -2.49  0.000
H: -2.42 -0.65 0.87  0.004
H: -3.26 0.42 -0.09  0.000
O: 3.12 3.05 -2.88  0.000
As: 2.36 2.88 -1.29  0.000
O: 3.26 3.33 -0.08  0.001
O: 2.05 1.20 -1.41  -0.004
C: 0.71 4.04 -1.37  0.000
C: 1.01 5.33 -1.82  0.000
C: -0.03 6.25 -1.87  0.000
C: -1.39 5.94 -1.56  0.000
C: -1.62 4.78 -0.97  0.000
C: -0.59 3.80 -0.88  -0.001
S: -1.16 2.15 -0.57  0.004
O: -2.35 2.11 0.22  0.001
O: -1.30 1.49 -1.86  0.002
O: 0.07 1.65 0.15  0.028
H: 2.85 2.18 -3.22  0.000
H: 2.03 5.54 -2.21  0.000
H: 0.16 7.26 -2.28  0.000
H: -2.12 6.73 -1.58  0.000
H: -2.62 4.56 -0.76  0.000
C: 3.24 2.02 2.74  0.006
P: 3.51 0.75 1.49  0.005
C: 5.11 1.16 0.80  -0.002
C: 3.78 -0.65 2.64  0.000
H: 4.00 1.90 3.51  0.001
H: 2.31 1.84 3.30  0.001
H: 3.29 2.92 2.21  0.000
H: 5.67 1.79 1.45  0.000
H: 4.89 1.82 -0.04  0.000
H: 5.75 0.26 0.56  0.000
H: 4.41 -0.51 3.53  0.000
H: 3.95 -1.56 2.15  0.000
H: 2.72 -0.83 3.01  0.000
N: -4.35 -1.87 3.30  0.029
C: -3.36 -2.53 2.70  0.084
O: -3.61 -3.64 2.15  0.099
C: -2.00 -2.00 2.57  0.200
C: -0.92 -2.86 2.22  0.059
C: 0.34 -2.33 1.94  0.099
N: 0.55 -0.98 1.80  0.202
C: -0.40 -0.21 2.42  0.098
C: -1.61 -0.71 2.85  0.070
H: -5.33 -2.13 3.11  0.002
H: -4.18 -1.32 4.13  0.002
H: -1.11 -3.93 2.20  0.004
H: 1.20 -3.02 1.59  0.004
H: -0.21 0.84 2.49  0.006
H: -2.28 -0.07 3.41  0.005

Total charge = 0
HOMO energy (alpha / beta) = -0.2117 / -0.3310 hartree
Multiplicity = 3
Orbital gap (alpha / beta) = 5.9 / 8.9 eV
⟨S²⟩ = 2.01
ΔE to the lowest compared entry with this formula, charge and spin = 18.7 kcal per mole


Repeat the third record exactly.
Here is a molecular structure, C21H34AsCl3GeIN2S2Si2Tc at a distorted geometry from OMol25. Energies are from ωB97M-V/def2-TZVPD.

Last column: Löwdin spin population.
CARTESIAN COORDINATES (ANGSTROEM)
Tc: 1.14 0.36 -0.48  1.604
C: -0.54 -6.43 -0.71  0.000
Si: -1.49 -4.86 -1.19  0.001
C: -3.34 -4.97 -0.77  0.000
C: -1.34 -4.40 -3.04  0.002
C: -0.90 -3.43 -0.01  0.000
C: -1.50 -3.35 1.24  0.006
C: -1.26 -2.25 2.06  0.000
C: -0.52 -1.20 1.56  0.005
N: 0.09 -1.24 0.36  0.004
C: -0.04 -2.38 -0.35  0.010
S: 0.93 -2.75 -1.79  0.059
H: -0.89 -7.27 -1.30  0.000
H: -0.72 -6.69 0.33  0.000
H: 0.53 -6.36 -0.85  0.000
H: -3.86 -5.56 -1.52  0.000
H: -3.82 -3.99 -0.75  0.000
H: -3.52 -5.45 0.18  0.000
H: -2.01 -5.03 -3.61  0.000
H: -0.34 -4.57 -3.44  0.001
H: -1.62 -3.37 -3.23  0.000
H: -2.15 -4.13 1.58  0.000
H: -1.69 -2.18 3.04  0.000
H: -0.39 -0.29 2.11  0.000
C: -1.96 2.38 4.09  0.007
Si: -0.94 3.53 2.94  0.020
C: 0.54 4.32 3.84  0.004
C: -2.04 4.82 2.07  0.002
C: -0.26 2.42 1.59  0.162
C: 0.20 1.59 0.80  -0.030
H: -2.48 2.97 4.84  0.001
H: -1.32 1.68 4.61  0.000
H: -2.70 1.82 3.53  0.000
H: 0.18 5.01 4.60  0.000
H: 1.17 4.88 3.16  0.000
H: 1.16 3.57 4.34  0.000
H: -2.51 5.46 2.80  0.000
H: -2.83 4.34 1.50  0.000
H: -1.46 5.44 1.40  0.000
I: 5.65 2.80 2.66  -0.001
C: 4.55 1.08 2.17  -0.001
C: 4.92 -0.18 2.62  0.013
C: 4.15 -1.26 2.24  -0.002
C: 3.04 -1.06 1.43  0.011
N: 2.69 0.15 0.99  -0.007
C: 3.42 1.20 1.36  0.008
H: 5.79 -0.31 3.25  0.001
H: 4.40 -2.26 2.56  0.000
H: 2.42 -1.89 1.14  0.000
H: 3.10 2.17 1.01  0.001
Cl: 4.45 -1.77 -1.42  0.000
Ge: 2.59 -1.15 -2.31  0.016
Cl: 2.68 1.18 -1.89  0.053
Cl: 2.73 -1.19 -4.42  0.001
C: -1.35 3.71 -1.79  0.001
As: -0.75 2.40 -3.09  0.007
C: 0.82 3.13 -3.99  0.005
C: -2.10 2.20 -4.48  -0.002
S: -0.55 0.44 -2.25  0.035
H: -1.55 4.65 -2.29  0.000
H: -0.59 3.84 -1.02  0.000
H: -2.26 3.34 -1.31  0.000
H: 0.47 3.91 -4.67  0.001
H: 1.33 2.35 -4.56  0.001
H: 1.50 3.58 -3.27  0.000
H: -2.31 3.17 -4.93  0.000
H: -3.02 1.79 -4.05  0.000
H: -1.73 1.51 -5.24  0.000

Total charge = +2
HOMO energy (alpha / beta) = -0.5134 / -0.5118 hartree
Multiplicity = 3
Orbital gap (alpha / beta) = 5.7 / 5.6 eV
⟨S²⟩ = 2.03
ΔE to the lowest compared entry with this formula, charge and spin = 40.3 kcal per mole